(1)
Entry from the Open Molecules 2025 dataset: C22H24Br2N2O5SSiZn as an isolated structure (ωB97M-V with the def2-TZVPD basis set).

Computed properties:
net charge: -2
highest occupied orbital energy: -2.341 eV
calculated total energy: -243642.16943 eV
spin multiplicity: 1
molecular weight: 681.8 g mol⁻¹
ΔE to the lowest compared entry with this formula, charge and spin: 0.0 kJ/mol

CARTESIAN COORDINATES (ANGSTROEM)
1 Zn 0.7237 -0.2671 -0.7793
2 C -2.5877 -5.9343 1.9954
3 C -2.6263 -4.5610 1.3770
4 C -1.5492 -3.6897 1.5212
5 C -1.5514 -2.4447 0.9163
6 C -2.6458 -2.0480 0.1576
7 C -3.7233 -2.9038 -0.0001
8 C -3.7112 -4.1520 0.6108
9 S -2.6301 -0.4349 -0.6273
10 O -3.8174 -0.4326 -1.4679
11 O -2.6172 0.5244 0.4591
12 N -1.2987 -0.3424 -1.4366
13 C -1.2230 -1.2487 -2.5888
14 C -0.2003 -2.3917 -2.4016
15 O -0.2675 -3.3447 -3.1877
16 O 0.6495 -2.2304 -1.4684
17 H -2.0727 -5.9194 2.9574
18 H -2.0543 -6.6361 1.3489
19 H -3.5946 -6.3260 2.1517
20 H -0.6819 -3.9939 2.0971
21 H -0.6875 -1.7986 1.0170
22 H -4.5577 -2.5835 -0.6097
23 H -4.5562 -4.8215 0.4802
24 H -0.8910 -0.6817 -3.4662
25 H -2.1870 -1.6884 -2.8478
26 Br 3.3315 -1.8628 3.4216
27 C 2.3671 -0.2414 3.2063
28 C 2.4109 0.7018 4.2364
29 C 1.7206 1.8772 4.1429
30 Br 1.8123 3.1200 5.5929
31 C 0.9404 2.1718 2.9973
32 C 0.1549 3.3281 2.8083
33 C -0.5815 3.4691 1.6652
34 C -0.5246 2.4670 0.6823
35 N 0.2176 1.3989 0.8217
36 C 0.9241 1.2189 1.9530
37 C 1.6366 -0.0551 2.0218
38 O 1.5490 -0.8854 1.0770
39 H 2.9981 0.4860 5.1188
40 H 0.1348 4.0869 3.5798
41 H -1.2066 4.3383 1.5082
42 H -1.1040 2.5344 -0.2288
43 C 2.4958 3.5737 -1.0085
44 Si 2.0358 2.4091 -2.4276
45 C 3.2283 2.9124 -3.8276
46 C 0.3191 2.8661 -3.0714
47 C 2.1356 0.6484 -1.9667
48 H 2.4688 4.6193 -1.3316
49 H 3.5127 3.3545 -0.6683
50 H 1.8350 3.4662 -0.1468
51 H 3.1218 3.9681 -4.1000
52 H 3.0427 2.3107 -4.7221
53 H 4.2666 2.7433 -3.5264
54 H 0.2030 3.9436 -3.2261
55 H -0.4619 2.5187 -2.3915
56 H 0.1447 2.3677 -4.0299
57 H 3.1035 0.4515 -1.4840
58 H 2.1266 0.0435 -2.8843

=====

(2)
Entry from the Open Molecules 2025 dataset: C22H24BrF4N3OP2PdS as an isolated structure (ωB97M-V with the def2-TZVPD basis set).

Computed properties:
net charge: +4
highest occupied orbital energy: -20.682 eV
calculated total energy: -143485.19092 eV
spin multiplicity: 1
molecular weight: 702.8 g mol⁻¹
ΔE to the lowest compared entry with this formula, charge and spin: 0.0 kJ/mol

CARTESIAN COORDINATES (ANGSTROEM)
1 Pd 0.3331 -0.2707 -0.0919
2 N -0.1692 -0.3105 1.9788
3 N -1.4615 -0.7914 2.2663
4 C -2.3534 -0.9364 1.2821
5 N -3.5644 -1.3500 1.5513
6 S -1.9115 -0.5222 -0.3411
7 H 0.5076 -0.9624 2.3753
8 H -0.0331 0.5961 2.4305
9 H -1.6901 -0.9573 3.2405
10 H -3.8956 -1.5226 2.4940
11 H -4.2276 -1.5177 0.8066
12 F 3.7617 -1.7968 -6.1711
13 C 2.9508 -1.1067 -5.4352
14 C 2.6617 0.2148 -5.7522
15 F 3.1918 0.7806 -6.7986
16 C 1.7978 0.9327 -4.9315
17 F 1.5099 2.1799 -5.2476
18 C 1.1981 0.3458 -3.8065
19 P 0.0312 1.3423 -2.9447
20 C 0.6473 2.8449 -2.4117
21 C -0.0253 4.0670 -2.7088
22 C 0.5967 5.2529 -2.4148
23 C 1.8516 5.2499 -1.7916
24 C 2.5122 4.0540 -1.4778
25 C 1.9253 2.8537 -1.7823
26 C -1.6132 1.1824 -3.3808
27 C -1.9617 0.2877 -4.4326
28 C -3.2536 0.2683 -4.8971
29 C -4.2113 1.1036 -4.3106
30 C -3.8904 1.9530 -3.2368
31 C -2.6096 1.9840 -2.7538
32 C 1.5180 -0.9856 -3.5036
33 Br 0.7646 -1.8921 -2.0162
34 C 2.3722 -1.7043 -4.3013
35 F 2.6771 -2.9501 -4.0128
36 H -0.9709 4.0681 -3.2406
37 H 0.1296 6.1907 -2.6849
38 H 2.3275 6.1953 -1.5590
39 H 3.4829 4.0873 -1.0025
40 H 2.4200 1.9180 -1.5389
41 H -1.2049 -0.3325 -4.8969
42 H -3.5302 -0.3752 -5.7215
43 H -5.2271 1.0879 -4.6881
44 H -4.6568 2.5752 -2.7946
45 H -2.3561 2.6168 -1.9109
46 C 4.6653 0.3713 1.5484
47 P 3.5669 -0.7398 0.6941
48 C 3.1363 -2.0825 1.7976
49 C 4.4316 -1.4386 -0.7055
50 O 2.3051 0.0551 0.2359
51 H 5.4926 -0.1982 1.9791
52 H 4.1365 0.8866 2.3501
53 H 5.0776 1.1046 0.8552
54 H 3.9940 -2.7510 1.9039
55 H 2.3115 -2.6730 1.3921
56 H 2.8956 -1.7076 2.7944
57 H 5.4265 -1.7630 -0.3924
58 H 4.5488 -0.6821 -1.4825
59 H 3.9005 -2.3059 -1.1002